Entry 1:
Formula: C2Br2F2O
Source: the Open Molecules 2025 dataset
Level of theory: ωB97M-V/def2-TZVPD

The geometry in XYZ format:
```
7
Properties=species:S:1:pos:R:3:forces:R:3
O -1.8761 -0.6495 0.1855 -0.80 -0.51 -0.73
C -1.2739 -0.3888 -0.7774 0.29 0.85 1.54
C -0.1588 0.2239 -1.2468 1.62 0.99 -2.59
F 0.9378 -0.5894 -1.2248 -0.94 1.18 -0.53
F -0.1204 1.1869 -2.2847 -0.16 -2.52 2.31
Br 0.4334 0.7173 3.3218 1.14 -0.86 -0.93
Br 2.0580 -0.5004 2.0265 -1.16 0.87 0.93
```
Positions in Å, forces in eV/Å.

Output
Structure (SMILES) ... O=C=C(F)F.BrBr
Kohn-Sham gap ... 7.4 eV
LUMO energy ... -0.08190 Ha

Here are the Mulliken charges for atoms 1 to 6, given in e: atom 1 (O): -0.28, atom 2 (C): 0.45, atom 3 (C): 0.21, atom 4 (F): -0.16, atom 5 (F): -0.20, atom 6 (Br): 0.00

=====

Entry 2:
Formula: C2H11N3
Source: the Open Molecules 2025 dataset
Level of theory: ωB97M-V/def2-TZVPD

The geometry in XYZ format:
```
16
Properties=species:S:1:pos:R:3:forces:R:3
N 1.9033 -0.9866 0.2552 -0.76 0.36 -2.04
C 1.1580 0.3113 0.5257 2.77 -1.07 -1.11
N 1.9682 1.1181 1.4879 -3.72 0.98 0.16
H 2.7843 -0.9665 0.7397 0.33 -0.19 -0.32
H 1.9906 -1.2313 -0.8018 0.11 0.88 2.80
H 0.1858 -0.0530 0.7928 -0.41 0.71 1.40
H 1.0063 0.8207 -0.4336 0.12 0.20 0.05
H 1.6009 2.1093 1.5149 0.90 -1.69 0.03
H 2.9483 1.0924 1.3891 0.97 -0.04 -0.68
C -1.9177 0.1393 -0.9455 4.53 -0.05 1.76
N -2.6796 -1.0080 -0.6614 -1.59 -0.60 -1.49
H -1.9109 1.0943 -0.2585 -0.92 -1.52 -1.36
H -0.9141 -0.3920 -0.5986 -0.97 2.21 -1.41
H -1.8352 0.3745 -2.0206 -0.23 -0.03 0.66
H -3.4339 -1.2481 -1.2643 -0.69 0.20 -0.06
H -2.8544 -1.1745 0.2791 -0.45 -0.35 1.63
```
Positions in Å, forces in eV/Å.

Output
Structure (SMILES) ... NCN.CN
Kohn-Sham gap ... 9.5 eV
LUMO energy ... 0.03727 Ha

Here are the Mulliken charges for atoms 1 to 6, given in e: atom 1 (N): -0.56, atom 2 (C): -0.04, atom 3 (N): -0.64, atom 4 (H): 0.20, atom 5 (H): 0.21, atom 6 (H): 0.16

=====

Entry 3:
Formula: C10H19AuNO4S2
Source: the Open Molecules 2025 dataset
Level of theory: ωB97M-V/def2-TZVPD

The geometry in XYZ format:
```
37
Properties=species:S:1:pos:R:3:forces:R:3
Au -0.8634 -0.0087 -0.1340 0.52 -0.14 1.92
S -0.5017 -2.5558 -0.1458 0.13 -0.12 -0.15
S -0.5466 2.5552 -0.0209 0.13 0.23 -0.24
C 0.7647 -3.2525 0.9777 -0.16 0.17 -0.03
C 0.4750 -2.4492 -1.6662 0.03 -0.31 -0.32
C 1.3112 -1.1978 -1.9074 0.05 0.84 -0.42
N 0.5021 0.0400 -1.7572 0.59 -0.01 -0.39
C 1.1944 1.3438 -1.9299 0.07 -0.81 -0.50
C 0.2617 2.5128 -1.6413 0.06 0.29 -0.15
H -0.2471 -2.5789 -2.4815 0.13 0.00 0.13
H 1.1417 -3.3145 -1.6675 -0.10 0.01 -0.18
H 1.6336 -1.2072 -2.9621 0.33 -0.35 0.37
H 2.1910 -1.1361 -1.2474 -0.38 0.02 -0.18
H 1.4695 1.3879 -2.9969 0.32 0.35 0.35
H 2.1038 1.3552 -1.3094 -0.37 -0.03 -0.16
H -0.5506 2.5441 -2.3763 0.12 0.01 0.10
H 0.8319 3.4399 -1.7256 -0.08 -0.01 -0.18
C 0.8355 3.2269 0.9749 -0.20 -0.19 0.00
H -0.2666 -0.0013 -2.4433 0.58 0.03 0.11
H 1.7583 2.6726 0.7774 -0.21 0.09 0.16
H 0.5455 3.1447 2.0284 0.14 -0.05 -0.26
H 0.9587 4.2920 0.7262 -0.10 -0.42 -0.01
H 0.3990 -3.1344 2.0038 0.15 0.04 -0.26
H 1.7208 -2.7384 0.8362 -0.24 -0.08 0.17
H 0.8624 -4.3270 0.7583 -0.06 0.43 0.00
C -3.0028 -0.0584 0.5061 0.36 0.01 0.41
C -2.8159 -0.0766 -0.9242 -1.58 0.01 -1.35
H -3.2455 0.8942 0.9994 -0.08 -0.71 -0.25
H -3.2492 -0.9987 1.0199 -0.03 0.69 -0.24
H -2.9203 0.8718 -1.4649 -0.39 -0.65 -0.15
H -2.8872 -1.0424 -1.4375 -0.39 0.63 -0.15
O -1.1345 -0.0790 4.8397 -0.54 -0.01 -1.20
C -1.3795 -0.0501 3.7002 -0.23 0.08 0.01
O -1.5944 -0.0145 2.5391 0.53 -0.05 3.04
C 1.4448 -0.0197 3.1848 -0.23 0.00 0.10
O 1.5245 -0.0347 4.3522 0.31 0.03 -1.87
O 1.2749 -0.0053 2.0151 0.82 -0.02 1.79
```
Positions in Å, forces in eV/Å.

Output
Net charge ... +1
<S²> ... 2.011
Multiplicity ... 3
Kohn-Sham gap (spin up / spin down) ... 5.0 / 7.0 eV
LUMO energy (spin up / spin down) ... -0.08896 / -0.18997 Ha

Here are the Mulliken charges for atoms 1 to 6, given in e: atom 1 (Au): 0.90, atom 2 (S): 0.01, atom 3 (S): 0.02, atom 4 (C): -0.86, atom 5 (C): -0.77, atom 6 (C): -0.58